The following is a DFT calculation (the ωB97M-V functional and the def2-TZVPD basis) of a molecular structure, C25H64CrF2NO15S2.

Summary:
Multiplicity   5
Calculated total energy   -4214.64062 a.u.
Lowest unoccupied orbital energy (spin up / spin down)   1.52 / 1.63 eV
Max |F|   0.331 hartree/bohr
Gap between HOMO and LUMO (spin up / spin down)   5.69 / 6.60 eV
Net charge   -1

Each line ends with the Löwdin charge.
Positions of all 110 atoms, in Å:
Cr  -0.092  -1.346  -0.770  0.77
N  -1.192  -1.732  -2.319  -0.31
S  -2.702  -1.459  -2.837  0.55
O  -3.674  -2.490  -2.553  -0.25
O  -2.851  -0.530  -3.990  -0.28
F  -3.103  -0.431  -1.636  -0.19
S  -1.021  -2.830  -3.653  0.63
O  -0.735  -2.263  -4.965  -0.26
O  -1.639  -4.153  -3.582  -0.26
F  0.495  -3.245  -3.173  -0.22
C  -0.715  0.255  0.883  -0.84
O  0.355  -0.384  0.985  -0.15
O  -1.480  -0.646  0.656  -0.06
O  -0.428  0.656  -0.236  -0.06
C  -0.140  -0.581  5.780  -0.05
C  0.554  -0.173  4.440  -0.52
C  1.870  0.541  4.710  -0.05
O  0.788  -1.335  3.748  -0.05
H  -1.147  -0.954  5.589  0.06
H  -0.354  0.312  6.367  0.07
H  0.371  -1.375  6.324  0.08
H  -0.137  0.500  3.932  0.13
H  2.663  -0.156  4.982  0.08
H  1.745  1.227  5.548  0.07
H  2.231  1.130  3.867  0.05
H  0.784  -1.073  2.825  0.04
C  4.117  -2.042  -0.578  -0.03
C  2.930  -2.834  -1.135  -0.45
C  3.073  -4.337  -0.874  -0.03
O  1.822  -2.405  -0.390  -0.10
H  4.121  -2.076  0.512  0.08
H  4.069  -0.987  -0.847  0.06
H  5.100  -2.362  -0.923  0.08
H  2.762  -2.666  -2.199  0.13
H  3.357  -4.564  0.154  0.09
H  3.859  -4.705  -1.534  0.08
H  2.177  -4.915  -1.100  0.07
H  2.107  -2.676  0.485  0.10
C  0.200  -5.438  0.837  -0.04
C  -0.553  -4.676  -0.254  -0.43
C  -1.991  -5.128  -0.471  -0.03
O  -0.669  -3.289  0.104  -0.11
H  0.844  -4.745  1.378  0.08
H  0.774  -6.307  0.517  0.08
H  -0.462  -5.757  1.642  0.08
H  0.038  -4.654  -1.169  0.11
H  -2.026  -6.190  -0.716  0.08
H  -2.518  -4.633  -1.287  0.06
H  -2.575  -4.937  0.429  0.09
H  -1.062  -3.222  0.977  0.11
C  -3.302  2.758  -1.755  -0.03
C  -2.144  2.694  -2.833  -0.45
C  -2.153  3.765  -3.933  -0.04
O  -0.914  2.813  -2.139  -0.09
H  -3.324  3.772  -1.355  0.06
H  -3.134  2.079  -0.919  0.07
H  -4.239  2.507  -2.254  0.08
H  -2.151  1.684  -3.244  0.10
H  -3.100  3.791  -4.472  0.07
H  -1.465  3.443  -4.715  0.07
H  -1.847  4.745  -3.569  0.08
H  -0.910  1.986  -1.652  0.05
C  0.939  1.009  -4.043  -0.01
C  1.687  -0.168  -3.407  -0.44
C  3.224  -0.032  -3.422  -0.02
O  1.339  -0.401  -2.076  -0.11
H  1.256  1.951  -3.595  0.09
H  -0.146  0.923  -3.983  0.07
H  1.177  1.008  -5.107  0.08
H  1.416  -1.080  -3.940  0.12
H  3.771  -0.971  -3.340  0.07
H  3.571  0.671  -2.664  0.08
H  3.548  0.364  -4.385  0.08
H  1.782  0.314  -1.614  0.06
C  3.944  0.887  1.496  -0.06
C  3.219  1.976  0.732  -0.42
C  4.123  2.902  -0.125  -0.03
O  2.347  1.235  -0.159  -0.10
H  4.530  1.283  2.325  0.07
H  4.728  0.399  0.916  0.07
H  3.349  0.123  1.997  0.07
H  2.515  2.518  1.362  0.13
H  4.709  3.571  0.506  0.07
H  3.520  3.505  -0.804  0.07
H  4.803  2.290  -0.718  0.07
H  1.586  1.034  0.391  0.04
C  -0.573  4.020  1.747  -0.07
C  -0.455  5.144  0.795  -0.50
C  0.979  5.171  0.191  -0.04
O  -1.471  4.970  -0.159  -0.05
H  -1.600  3.693  1.912  0.09
H  -0.142  4.267  2.717  0.08
H  -0.031  3.146  1.386  0.06
H  -0.637  6.066  1.348  0.13
H  1.184  4.311  -0.447  0.07
H  1.751  5.123  0.959  0.07
H  1.133  6.051  -0.433  0.07
H  -1.171  4.230  -0.692  0.04
C  -6.126  0.253  2.636  -0.07
C  -4.621  0.269  2.357  -0.48
C  -3.844  -0.114  3.554  -0.08
O  -4.362  -0.744  1.325  -0.07
H  -6.789  0.334  1.774  0.07
H  -6.357  1.147  3.215  0.07
H  -6.377  -0.643  3.203  0.07
H  -4.381  1.262  1.977  0.13
H  -3.862  0.747  4.222  0.08
H  -2.823  -0.264  3.204  0.07
H  -4.190  -0.975  4.126  0.09
H  -3.428  -0.730  1.103  0.02